Formula: C11H13NOS
Source: OMol25
Level of theory: ωB97M-V with the def2-TZVPD basis set

Calculated values
Highest occupied orbital energy ... -0.305 Eh
Orbital gap ... 0.319 hartree
E_LUMO ... 0.38 eV
SMILES string ... Cc1ccc(OCCSC#N)c(C)c1
Charge ... 0
Relative energy (zero: lowest compared OMol25 entry of this formula, charge and spin) ... 0.939 eV

Cartesian coordinates (Å):
1 C 1.91 3.22 -2.03
2 C 1.27 2.13 -1.19
3 C 0.93 2.35 0.13
4 C 0.35 1.32 0.88
5 C 0.07 0.09 0.26
6 C -0.95 -0.80 2.22
7 C -1.56 -2.08 2.67
8 C -2.64 -3.21 0.48
9 C 0.45 -0.15 -1.08
10 C 0.22 -1.53 -1.69
11 C 1.03 0.90 -1.76
12 H 1.20 3.56 -2.78
13 H 2.84 2.91 -2.55
14 H 2.13 4.08 -1.42
15 H 1.19 3.29 0.60
16 H 0.15 1.48 1.92
17 H -1.62 0.07 2.33
18 H -0.01 -0.65 2.84
19 H -0.89 -2.90 2.49
20 H -1.75 -2.00 3.75
21 H 0.88 -2.25 -1.16
22 H -0.83 -1.85 -1.61
23 H 0.50 -1.53 -2.73
24 H 1.25 0.72 -2.80
25 N -2.39 -3.75 -0.53
26 O -0.59 -0.95 0.85
27 S -3.15 -2.44 1.90

---

Formula: C11H14As2F6NO10S3Ta
Source: OMol25
Level of theory: ωB97M-V with the def2-TZVPD basis set

Calculated values
Highest occupied orbital energy ... -0.568 Eh
Orbital gap ... 0.269 hartree
E_LUMO ... -8.14 eV
Charge ... +2
Relative energy (zero: lowest compared OMol25 entry of this formula, charge and spin) ... 3.212 eV

Cartesian coordinates (Å):
1 Ta -0.52 0.18 -0.86
2 O -2.40 0.06 2.78
3 As -2.31 -0.80 1.21
4 O -1.84 0.54 0.34
5 O -0.55 -1.30 1.48
6 C -0.14 -2.63 1.56
7 C -0.13 -3.33 2.75
8 C 0.38 -4.63 2.75
9 C 0.87 -5.21 1.59
10 C 0.84 -4.50 0.39
11 C 0.32 -3.22 0.39
12 S 0.17 -2.19 -1.03
13 O -1.20 -1.64 -1.01
14 O 0.64 -2.81 -2.21
15 O 0.93 -0.94 -0.63
16 H -3.12 -0.11 3.41
17 H -0.51 -2.86 3.65
18 H 0.39 -5.18 3.68
19 H 1.26 -6.21 1.61
20 H 1.22 -4.92 -0.53
21 F 0.71 0.82 -5.39
22 C 1.19 1.56 -4.42
23 F 2.51 1.61 -4.49
24 F 0.70 2.79 -4.46
25 S 0.75 0.83 -2.75
26 O 1.89 0.88 -1.91
27 O 0.04 -0.40 -2.86
28 N -0.33 1.75 -2.01
29 S -1.73 1.38 -2.67
30 O -2.23 0.26 -1.96
31 O -1.59 1.38 -4.07
32 C -2.66 2.83 -1.94
33 F -3.96 2.74 -1.94
34 F -2.20 2.73 -0.66
35 F -2.24 3.98 -2.42
36 C 2.62 1.53 1.09
37 As 0.60 1.40 0.88
38 C 0.27 3.38 1.10
39 C 0.47 1.13 2.91
40 H 2.89 2.37 1.76
41 H 3.10 1.66 0.12
42 H 2.98 0.60 1.54
43 H 0.91 3.81 1.88
44 H -0.78 3.51 1.39
45 H 0.45 3.88 0.15
46 H 1.18 1.83 3.39
47 H 0.74 0.10 3.17
48 H -0.55 1.33 3.26

---

Formula: C11H14BBeN7Se
Source: OMol25
Level of theory: ωB97M-V with the def2-TZVPD basis set

Calculated values
Highest occupied orbital energy (spin up / spin down) ... -0.524 / -0.524 Eh
Orbital gap (spin up / spin down) ... 0.153 / 0.157 hartree
E_LUMO (spin up / spin down) ... -10.09 / -10.00 eV
Charge ... +2

Cartesian coordinates (Å):
1 C -2.13 0.24 -2.36
2 N -1.39 0.19 -1.24
3 N -0.57 -0.88 -1.37
4 C -0.74 -1.47 -2.58
5 C -1.72 -0.76 -3.27
6 B 0.48 -1.22 -0.29
7 N 1.40 0.15 -0.26
8 N 1.06 1.49 -0.16
9 C 2.10 2.26 -0.56
10 C 3.14 1.41 -0.97
11 C 2.66 0.12 -0.77
12 Be 0.24 2.66 0.63
13 N -0.13 -2.14 0.88
14 N -1.21 -1.78 1.67
15 C -1.38 -2.75 2.59
16 C -0.54 -3.86 2.29
17 C 0.21 -3.44 1.18
18 H -2.06 -2.63 3.44
19 H 0.98 -3.98 0.64
20 H -0.48 -4.80 2.81
21 H 1.25 -1.96 -0.82
22 H 3.10 -0.84 -1.02
23 H -0.13 -2.32 -2.86
24 H 4.09 1.70 -1.37
25 H -2.09 -0.94 -4.26
26 H 2.12 3.36 -0.51
27 H -2.94 0.95 -2.46
28 H 1.35 1.98 2.69
29 C 0.45 2.48 2.30
30 H 0.78 3.51 1.99
31 H -0.04 1.75 1.58
32 H -0.33 2.59 3.07
33 Se -4.03 2.75 -0.50
34 C -2.33 3.01 -0.17
35 N -1.17 3.15 0.05

---

Formula: C11H14BF3N6O3SZr
Source: OMol25
Level of theory: ωB97M-V with the def2-TZVPD basis set

Calculated values
Highest occupied orbital energy ... -0.572 Eh
Orbital gap ... 0.227 hartree
E_LUMO ... -9.39 eV
Charge ... +2

Cartesian coordinates (Å):
1 H 0.67 3.13 0.94
2 N 0.31 1.59 -0.50
3 B -0.02 0.21 -2.60
4 N 0.29 1.55 -1.89
5 C 0.57 2.78 -2.35
6 Zr 0.27 -0.02 0.95
7 H 0.61 2.97 -3.41
8 C 0.78 3.64 -1.27
9 H 1.04 4.69 -1.29
10 C 0.61 2.87 -0.13
11 H 0.04 0.31 -3.82
12 C -1.11 -1.71 1.92
13 H -1.05 -1.80 3.00
14 H -0.37 -2.50 1.48
15 H -2.07 -2.14 1.47
16 N -1.52 -0.17 -2.24
17 N 0.96 -0.90 -2.09
18 N -1.78 -0.34 -0.89
19 N 1.11 -1.16 -0.71
20 C -2.65 -0.33 -2.97
21 C 1.77 -1.72 -2.76
22 H -2.65 -0.24 -4.07
23 H 1.82 -1.67 -3.85
24 C -3.69 -0.63 -2.08
25 C 2.42 -2.56 -1.88
26 C -3.08 -0.65 -0.80
27 C 1.98 -2.22 -0.60
28 H -4.73 -0.84 -2.29
29 H 3.14 -3.35 -2.11
30 H -3.53 -0.87 0.16
31 H 2.18 -2.66 0.35
32 H -1.68 -0.77 1.63
33 F 1.29 0.39 6.29
34 C 1.67 0.30 5.00
35 F 2.92 0.83 4.83
36 F 1.67 -1.00 4.62
37 S 0.56 1.20 3.77
38 O -0.71 0.49 3.81
39 O 0.61 2.63 3.93
40 O 1.34 0.69 2.51

---

Q: What is the charge in the fourth record?
A: +2